[1]
17
Properties=species:S:1:pos:R:3:nbo_charge:R:1 method="wB97M-V/def2-TZVPD" orbital_gap_ha=0.345 homo_ev=-8.40 multiplicity=1
H 2.724 -1.167 0.468 0.315
N 2.269 -1.259 -0.431 -0.610
C 1.608 -0.186 -0.669 0.152
C 1.125 0.861 0.315 -0.465
C -0.425 0.772 0.417 -0.263
C -1.277 0.697 -0.845 -0.374
C -1.816 -0.522 -0.856 0.177
O -1.639 -1.262 0.187 -0.471
C -0.771 -0.520 1.068 -0.080
H 1.132 -0.124 -1.674 0.167
H 1.378 1.769 -0.071 0.219
H 1.616 0.560 1.197 0.205
H -0.726 1.557 1.046 0.214
H -1.425 1.372 -1.656 0.226
H -2.380 -0.894 -1.710 0.198
H -1.373 -0.408 1.939 0.191
H -0.018 -1.245 1.275 0.200

[2]
62
Properties=species:S:1:pos:R:3:nbo_charge:R:1 method="wB97M-V/def2-TZVPD" orbital_gap_ha="0.192 / 0.192" charge=-2 homo_ev="-1.06 / -1.08" multiplicity=2
Ti 1.894 2.569 0.474 1.678
O 5.199 2.771 2.911 -0.613
C 4.295 2.352 2.249 0.801
O 3.245 3.046 1.819 -0.823
C 4.251 0.837 1.872 -0.334
C 2.931 0.198 2.218 0.077
C 3.069 -1.321 2.171 -0.422
C 2.943 -1.632 0.693 -0.413
C 3.009 -0.250 0.078 0.073
O 2.134 0.490 0.971 -0.559
C 4.321 0.419 0.292 -0.341
C 4.397 1.687 -0.594 0.798
O 5.423 2.110 -1.069 -0.598
O 3.226 2.286 -0.847 -0.813
H 5.069 0.420 2.491 0.237
H 2.513 0.631 3.085 0.225
H 4.074 -1.701 2.600 0.198
H 2.346 -1.875 2.680 0.222
H 3.666 -2.298 0.419 0.215
H 1.923 -1.996 0.511 0.248
H 2.673 -0.282 -0.950 0.252
H 5.123 -0.233 0.107 0.236
F -1.958 -4.519 -5.979 -0.331
C -1.930 -3.341 -5.279 0.714
F -3.083 -2.649 -5.537 -0.339
F -0.999 -2.564 -5.835 -0.320
S -1.753 -3.634 -3.418 2.222
O -2.095 -2.425 -2.758 -0.876
O -2.664 -4.794 -3.194 -0.936
N -0.238 -4.189 -3.505 -1.226
S 1.015 -3.606 -2.756 2.261
O 0.746 -2.571 -1.797 -0.933
O 2.017 -4.604 -2.408 -0.953
C 1.916 -2.801 -4.121 0.691
F 3.067 -2.259 -3.709 -0.326
F 2.199 -3.574 -5.161 -0.311
F 1.137 -1.738 -4.461 -0.333
C -0.028 3.376 0.399 -0.694
C -1.118 3.016 0.847 0.046
C -2.347 2.512 1.221 -0.375
C -3.197 1.972 0.157 0.022
C -3.039 2.512 -1.127 -0.227
C -3.484 1.949 -2.277 -0.215
C -4.310 0.826 -2.176 -0.266
C -4.721 0.405 -0.903 -0.207
C -4.193 0.974 0.253 -0.253
C -2.515 2.207 2.643 0.052
C -3.753 1.965 3.295 -0.255
C -3.803 1.448 4.577 -0.215
C -2.642 1.110 5.270 -0.300
C -1.418 1.402 4.724 -0.206
C -1.368 1.988 3.495 -0.244
H -2.320 3.357 -1.189 0.215
H -3.286 2.403 -3.249 0.198
H -4.632 0.224 -2.987 0.200
H -5.427 -0.396 -0.793 0.193
H -4.373 0.496 1.208 0.204
H -4.731 2.216 2.883 0.204
H -4.806 1.205 5.009 0.190
H -2.626 0.732 6.292 0.187
H -0.496 1.058 5.206 0.193
H -0.467 2.080 2.957 0.203

[3]
83
Properties=species:S:1:pos:R:3:mulliken_charge:R:1 method="wB97M-V/def2-TZVPD" orbital_gap_ha="0.243 / 0.254" charge=+1 homo_ev="-10.44 / -9.14" multiplicity=7
Tb -0.339 0.244 0.266 -0.454
C -0.791 -2.103 1.051 0.452
C 0.569 -2.171 0.589 0.371
C 0.500 -0.678 2.370 0.507
C -0.849 -1.180 2.151 0.687
C 1.363 -1.304 1.414 0.561
C -1.956 -2.815 0.448 -1.453
H -1.708 -3.250 -0.531 0.261
H -2.817 -2.143 0.325 0.297
H -2.289 -3.648 1.091 0.341
C -2.074 -0.775 2.903 -1.108
H -2.983 -1.123 2.392 0.348
H -2.163 0.313 3.054 0.092
H -2.065 -1.246 3.900 0.377
C 0.912 0.336 3.387 -1.102
H 0.907 -0.106 4.395 0.334
H 0.250 1.218 3.411 0.043
H 1.938 0.691 3.195 0.338
C 2.838 -1.108 1.297 -1.377
H 3.389 -1.688 2.053 0.347
H 3.111 -0.057 1.440 0.269
H 3.212 -1.429 0.321 0.283
C 1.101 -3.026 -0.517 -1.495
H 1.536 -3.977 -0.158 0.287
H 1.896 -2.501 -1.064 0.293
H 0.311 -3.283 -1.234 0.285
C -2.145 0.960 -6.946 -0.212
C -2.037 -0.370 -7.017 -0.625
C -1.096 -1.155 -7.886 -0.627
C 0.237 -0.463 -8.267 -1.025
C 1.024 0.078 -7.113 -0.074
C 0.907 1.282 -6.540 -0.648
C -0.019 2.395 -6.936 -0.355
C -1.316 1.978 -7.670 -0.986
H -1.595 -1.445 -8.829 0.341
H 0.047 0.301 -9.027 0.332
H -0.872 -2.105 -7.374 0.302
H -1.070 1.660 -8.688 0.322
H -2.961 1.401 -6.359 0.382
H -2.769 -0.996 -6.493 0.665
H -1.927 2.891 -7.771 0.434
H -0.286 2.956 -6.025 0.219
H 1.610 1.557 -5.743 0.473
H 0.512 3.118 -7.581 0.411
H 0.862 -1.233 -8.752 0.408
H 1.816 -0.598 -6.772 0.373
P -1.157 0.049 -2.412 1.023
P 1.639 1.460 -1.264 0.993
C -0.278 1.358 -3.436 -0.303
C 0.689 2.280 -2.678 -0.800
H -1.069 1.952 -3.921 0.620
H 0.234 0.815 -4.245 -0.414
H 1.456 2.671 -3.362 0.441
H 0.158 3.140 -2.231 0.264
C 2.572 2.784 -0.407 -1.068
H 3.271 2.297 0.288 0.366
H 1.909 3.459 0.155 0.115
H 3.146 3.345 -1.155 0.427
C 3.002 0.653 -2.167 -1.502
H 3.421 1.373 -2.889 0.466
H 2.640 -0.241 -2.695 0.301
H 3.790 0.367 -1.452 0.417
C -2.925 0.590 -2.456 -1.232
H -3.506 -0.100 -1.820 0.369
H -3.275 0.504 -3.498 0.379
H -3.052 1.625 -2.092 0.200
C -1.252 -1.447 -3.450 -0.910
H -0.271 -1.943 -3.470 0.321
H -1.559 -1.189 -4.476 -0.125
H -1.996 -2.134 -3.015 0.453
C -0.412 4.560 0.859 -1.194
Si -1.569 3.090 1.090 0.753
C -2.075 3.048 2.908 -1.171
C -3.113 3.404 0.058 -1.092
H 0.429 4.485 1.561 0.288
H -0.929 5.522 1.051 0.417
H -0.020 4.583 -0.167 0.296
H -2.434 4.039 3.250 0.421
H -2.884 2.324 3.066 0.314
H -1.216 2.768 3.536 0.304
H -3.681 4.276 0.434 0.419
H -2.839 3.599 -0.988 0.241
H -3.772 2.524 0.097 0.309

[4]
82
Properties=species:S:1:pos:R:3:mulliken_charge:R:1 method="wB97M-V/def2-TZVPD" orbital_gap_ha="0.196 / 0.096" charge=+2 homo_ev="-11.43 / -11.43" multiplicity=1
Sn 0.968 -0.751 1.225 0.680
C 0.405 0.233 4.253 0.423
C -0.964 -0.051 3.983 0.302
C 0.231 -1.955 3.509 -0.115
C 1.162 -0.934 3.946 0.292
C -1.082 -1.395 3.538 0.766
C 0.941 1.534 4.714 -1.140
H 0.303 2.366 4.399 0.365
H 1.944 1.722 4.325 -0.182
H 1.011 1.557 5.808 0.454
C 2.627 -1.141 4.014 -0.488
H 3.194 -0.211 4.115 -0.106
H 2.998 -1.640 3.106 0.169
H 2.876 -1.782 4.871 0.380
C 0.619 -3.317 3.060 -1.046
H 0.784 -3.960 3.931 0.340
H 1.560 -3.323 2.492 0.267
H -0.148 -3.802 2.443 0.349
C -2.315 -2.095 3.118 -1.723
H -2.780 -2.594 3.976 0.391
H -2.106 -2.862 2.366 0.303
H -3.054 -1.401 2.698 0.377
C -2.078 0.917 4.096 -1.565
H -2.608 0.806 5.050 0.390
H -2.821 0.790 3.294 0.324
H -1.728 1.962 4.049 0.346
C 1.183 1.493 0.061 -0.447
C 0.582 2.225 1.064 0.052
C -0.787 2.767 1.042 -0.678
C -1.871 1.953 0.269 -1.040
C -1.870 0.484 0.433 0.183
C -1.124 -0.397 -0.306 -0.917
C -0.261 -0.014 -1.496 -0.450
C 0.620 1.241 -1.326 -0.432
H -0.761 3.774 0.581 0.489
H -1.812 2.223 -0.793 0.268
H -1.116 2.917 2.085 0.335
H 0.080 2.139 -1.656 0.206
H 2.283 1.395 0.180 0.104
H 1.256 2.581 1.862 0.131
H 1.492 1.122 -1.998 0.513
H 0.398 -0.863 -1.731 0.396
H -1.353 -1.476 -0.223 0.690
H -0.910 0.115 -2.380 -0.051
H -2.843 2.319 0.643 0.480
H -2.620 0.090 1.123 0.348
P -1.288 -0.301 -5.551 0.610
P -2.836 -2.862 -6.364 0.370
C -1.961 -0.345 -7.295 -0.823
C -2.230 -1.778 -7.760 -0.899
H -1.226 0.138 -7.955 0.451
H -2.880 0.258 -7.309 0.452
H -2.975 -1.800 -8.569 0.505
H -1.309 -2.251 -8.126 0.449
C -2.819 -4.460 -7.265 -1.067
H -3.348 -5.201 -6.656 0.395
H -1.780 -4.780 -7.394 0.378
H -3.307 -4.370 -8.246 0.368
C -4.637 -2.507 -6.548 -1.091
H -4.942 -2.623 -7.598 0.391
H -4.859 -1.491 -6.200 0.302
H -5.181 -3.224 -5.923 0.403
C 0.397 0.338 -5.922 -1.141
H 0.895 0.593 -4.978 0.251
H 0.333 1.228 -6.565 0.415
H 0.972 -0.447 -6.429 0.376
C -2.061 1.268 -4.987 -1.070
H -3.135 1.099 -4.843 0.342
H -1.907 2.061 -5.733 0.455
H -1.615 1.566 -4.029 0.253
Te 4.524 2.074 2.088 0.353
C 4.766 2.020 4.141 -0.139
C 5.620 0.992 4.639 -0.288
C 6.161 1.115 5.921 -0.635
C 5.802 2.197 6.736 -0.355
C 4.860 3.135 6.303 -0.648
C 4.303 3.041 5.023 -0.131
H 5.891 0.175 3.968 0.440
H 6.874 0.369 6.276 0.379
H 6.258 2.298 7.724 0.387
H 4.563 3.953 6.965 0.381
H 3.576 3.763 4.647 0.449

no.,total energy (eV)
1,-9903.31209
2,-107226.04588
3,-77725.14383
4,-63571.85019